# 1
{
  "formula": "C39H53N17O",
  "method": "the ωB97M-V functional and the def2-TZVPD basis",
  "species": ["O", "N", "N", "N", "N", "N", "N", "N", "N", "N", "N", "N", "N", "N", "N", "N", "N", "N", "C", "C", "C", "C", "C", "C", "C", "C", "C", "C", "C", "C", "C", "C", "C", "C", "C", "C", "C", "C", "C", "C", "C", "C", "C", "C", "C", "C", "C", "C", "C", "C", "C", "C", "C", "C", "C", "C", "C", "H", "H", "H", "H", "H", "H", "H", "H", "H", "H", "H", "H", "H", "H", "H", "H", "H", "H", "H", "H", "H", "H", "H", "H", "H", "H", "H", "H", "H", "H", "H", "H", "H", "H", "H", "H", "H", "H", "H", "H", "H", "H", "H", "H", "H", "H", "H", "H", "H", "H", "H", "H", "H"],
  "xyz": [[1.4048, 3.7427, -1.1487], [-3.7346, -7.3256, 2.5170], [-5.6256, -4.2061, 4.8646], [-1.8069, 0.1770, -9.0749], [4.4495, 2.7693, 3.0029], [-2.1124, -5.6034, -2.1103], [0.3055, -1.2140, -4.3593], [6.3214, -1.4420, 4.9529], [-2.4285, -6.0065, -6.7522], [6.0296, 8.9666, 1.5954], [-0.2974, 4.8257, 0.0097], [-4.3681, 1.1061, 1.1299], [-1.0338, -10.4898, -1.4580], [-0.4497, -3.0657, 2.3545], [-3.2322, 1.2498, -1.4810], [-6.2914, -2.5178, -0.0869], [11.2066, 7.0699, 2.3029], [1.6215, 6.6969, 2.2682], [0.1847, -0.2060, -7.4413], [9.6079, 9.0320, 1.6923], [5.1335, 9.3588, 0.9969], [-7.2235, -2.1882, -0.6680], [-3.4118, 2.0219, 0.8067], [-1.6022, -5.2712, -3.0836], [7.0533, -0.5604, 5.0038], [-0.9554, -4.8501, -4.3172], [-4.3801, -7.3609, -5.6885], [0.0890, -0.6562, -3.3812], [-0.4126, -4.1926, 2.1452], [-2.9591, 2.9353, 1.7868], [4.4727, 0.2477, 2.3600], [-2.8387, 2.0845, -0.4740], [-0.3794, -5.6255, 1.8781], [-3.2856, -6.6073, -6.2837], [4.1364, 6.0866, 2.5489], [-1.8230, 3.0248, -0.7421], [0.8908, 4.0105, -0.0931], [-3.9700, -6.3785, 1.9128], [3.9824, 9.8568, 0.2566], [7.9767, 0.5656, 5.0683], [-1.3655, -9.8377, -0.5755], [10.5043, 7.9353, 2.0341], [-4.6925, 0.3006, 0.1553], [4.4597, 1.6592, 2.7152], [-0.1846, 0.0897, -2.1624], [-8.4109, -1.7696, -1.3996], [-0.9279, 0.0084, -8.3581], [-1.9678, 3.8378, 1.5050], [-0.4600, 5.6455, -1.1990], [1.3887, 3.4959, 1.2241], [2.7278, 6.4197, 2.3923], [-1.3776, 3.8849, 0.2219], [-4.4904, -4.3494, 4.9365], [-1.7874, -9.0053, 0.5433], [-4.1420, 0.3817, -1.1399], [-4.2458, -5.1156, 1.2434], [-3.0552, -4.5886, 4.9164], [-8.8400, -0.8872, -0.9292], [-2.5610, -3.7862, 4.3690], [-3.8263, -5.1356, 0.2392], [4.2819, 10.1211, -0.7553], [-1.1245, 6.4763, -0.9941], [1.0451, 4.1542, 2.0088], [-0.7952, 5.0936, -2.0716], [-0.2932, -4.0070, -4.1201], [-5.3178, -4.9428, 1.1837], [-1.7003, -4.5520, -5.0438], [9.6790, 9.8151, 2.4442], [0.6001, -6.0253, 2.1328], [-1.6439, 4.5114, 2.2825], [0.0306, 1.1448, -2.3217], [-1.7241, -7.9553, 0.2646], [-5.2387, -7.3505, -6.3569], [9.8819, 9.4437, 0.7230], [5.3799, -0.2147, 2.7417], [-0.3751, -5.6739, -4.7252], [-1.3959, 3.0400, -1.7314], [-3.4022, 2.8822, 2.7670], [0.7153, 0.7308, -7.2819], [-1.1391, -6.1326, 2.4720], [3.5796, 10.7367, 0.7532], [-0.1819, -0.5727, -6.4859], [0.8726, -0.9376, -7.8600], [4.7431, 6.9015, 2.1607], [-4.4809, -0.3235, -1.8847], [4.3694, 5.9344, 3.5999], [8.5806, 8.6744, 1.6507], [-4.6604, -6.9127, -4.7368], [7.4176, 1.4962, 5.1452], [-3.7895, -4.2995, 1.8016], [-2.8607, -5.5371, 4.4168], [-1.1441, -9.1888, 1.4016], [-9.1468, -2.5708, -1.3941], [8.5910, 0.5918, 4.1707], [0.4400, -0.2808, -1.3512], [3.2126, 9.0879, 0.2150], [-8.1464, -1.5337, -2.4283], [2.4613, 3.3677, 1.2157], [-0.5784, -5.8045, 0.8226], [4.3657, 5.1737, 2.0052], [-2.6575, -4.6296, 5.9281], [-2.8133, -9.2357, 0.8181], [-5.4090, -0.4834, 0.3527], [0.5049, 6.0748, -1.4403], [0.9037, 2.5296, 1.3615], [-4.0666, -8.3884, -5.5208], [-1.2330, -0.0214, -1.8919], [3.6122, -0.2532, 2.7985], [8.6216, 0.4632, 5.9383], [4.4393, 0.1379, 1.2777]],
  "e_lumo_ev": -0.48,
  "max_force_ev_per_a": 1.221,
  "relative_energy_kj_mol": 0.0,
  "orbital_gap_ev": 8.8,
  "total_energy_ev": -68677.9840
}

***

# 2
{
  "formula": "C39H54As2HgNO13PS4",
  "method": "the ωB97M-V functional and the def2-TZVPD basis",
  "species": ["Hg", "As", "As", "S", "S", "S", "S", "P", "O", "O", "O", "O", "O", "O", "O", "O", "O", "O", "O", "O", "O", "N", "C", "C", "C", "C", "C", "C", "C", "C", "C", "C", "C", "C", "C", "C", "C", "C", "C", "C", "C", "C", "C", "C", "C", "C", "C", "C", "C", "C", "C", "C", "C", "C", "C", "C", "C", "C", "C", "C", "C", "H", "H", "H", "H", "H", "H", "H", "H", "H", "H", "H", "H", "H", "H", "H", "H", "H", "H", "H", "H", "H", "H", "H", "H", "H", "H", "H", "H", "H", "H", "H", "H", "H", "H", "H", "H", "H", "H", "H", "H", "H", "H", "H", "H", "H", "H", "H", "H", "H", "H", "H", "H", "H", "H"],
  "xyz": [[-2.1333, 1.6092, -1.6312], [0.9595, -1.3211, 1.6739], [4.1524, -2.9320, 3.0847], [-0.4603, 1.8225, 1.7597], [-2.5033, -0.0933, -3.6498], [0.2862, 2.7924, -1.5318], [-2.0373, 4.5228, 0.5518], [-3.5009, 0.5283, 0.0977], [2.1026, 4.0723, -6.1591], [4.0002, -5.6615, 1.8664], [-3.0578, 3.4536, -2.6205], [0.9071, 2.1139, -5.9072], [2.1131, 0.3835, 4.6078], [4.8680, -0.5807, 0.9631], [-0.5433, -0.2545, -1.4023], [3.2180, -1.2695, 5.6690], [0.8730, -4.6491, -0.1492], [2.9836, -0.7090, -0.2742], [1.8452, -6.1010, 2.2858], [-3.5620, 5.3592, -3.6561], [-0.7387, -4.0421, 1.2922], [-0.3132, -1.0751, -2.3979], [3.7875, -3.8929, 4.7745], [3.7935, -0.4511, -1.4102], [-0.7724, -2.0246, -4.5064], [2.7665, -0.7745, 2.0691], [-0.9589, 4.5958, 2.0086], [2.8181, -0.6127, 4.5293], [-1.0149, 3.1204, -4.7312], [-4.8802, -0.2522, -0.8015], [0.4270, -4.0536, 0.9752], [1.1881, 2.2613, 1.1567], [0.7544, -1.9011, -2.2634], [0.1039, -1.4881, 3.4349], [2.7716, -0.6768, 6.8770], [0.3033, -2.8688, -4.3850], [-0.9749, 5.2386, -0.7200], [-0.1095, -5.3933, -0.8704], [0.4297, 5.5376, -5.0746], [1.4833, -3.2632, 1.6537], [1.0856, -2.8097, -3.2308], [-4.2603, 1.6427, 1.3224], [-5.2228, 1.0003, 2.3148], [3.6526, -0.7025, 0.9469], [0.3442, 4.5419, -1.0476], [0.2016, 3.1603, -5.3580], [3.2699, -1.2317, 3.3184], [-0.8209, 5.5168, -4.4480], [-2.6370, -0.8107, 0.9901], [-1.5221, 4.3338, -4.2496], [-2.8261, 4.3955, -3.4655], [1.3701, 1.9763, -0.3261], [2.5830, -3.8118, 2.1693], [0.9175, 4.3316, -5.5124], [4.2335, -7.0678, 1.8630], [2.7242, -5.2940, 2.1008], [2.1688, 2.6518, -6.2766], [-3.4586, -2.0451, 1.3546], [-0.8589, 3.2691, 2.7600], [-1.1186, -1.1069, -3.4997], [-5.7384, 0.7797, -1.5295], [-3.4228, 2.1226, 1.8367], [3.1529, -1.3067, 7.6785], [-0.7399, 6.2706, -0.4468], [1.9212, 1.6627, 1.7046], [-5.6798, 1.7612, 2.9491], [1.2917, -1.7603, -1.3355], [-4.7081, 0.2910, 2.9641], [0.8033, 5.0819, -1.8771], [2.3854, 2.3886, -7.3130], [0.9867, 6.4547, -5.2125], [4.5072, -3.5761, 5.5260], [-1.6206, 5.2855, -1.5943], [-6.0279, 0.4655, 1.8079], [-0.2275, -0.5052, 3.7630], [-2.8382, -2.7290, 1.9344], [-1.5507, 2.1909, -4.6020], [-0.7643, -4.7161, -1.4207], [-1.2706, 6.4373, -4.0984], [0.4421, -6.0241, -1.5629], [-6.2652, 1.4307, -0.8298], [-5.1313, 1.4142, -2.1800], [-6.4854, 0.2836, -2.1497], [2.9420, 2.2681, -5.6021], [-4.7395, 2.4408, 0.7496], [4.4767, 0.3768, -1.2236], [2.3999, 2.2071, -0.6081], [4.3854, -1.3299, -1.6754], [0.0296, 4.9261, 1.6893], [-3.7748, -2.5858, 0.4622], [-4.3481, -1.8049, 1.9401], [5.3120, -7.1892, 1.8131], [-1.3335, 5.3579, 2.6954], [-2.1860, -0.3572, 1.8773], [1.0306, 4.6080, -0.2038], [3.1113, -0.2078, -2.2255], [3.9214, -4.9586, 4.5806], [1.2072, 0.9160, -0.5212], [0.5372, -3.5682, -5.1768], [0.7711, -1.9262, 4.1752], [-1.7969, -1.0894, 0.3486], [1.9389, -3.4535, -3.0723], [3.1542, 0.3392, 6.9818], [-5.4740, -0.8603, -0.1157], [1.3772, 3.3083, 1.3931], [2.7792, -3.7087, 5.1386], [3.8337, -7.5265, 2.7664], [-0.7462, -2.1542, 3.2807], [1.6819, -0.6368, 6.9166], [-4.4134, -0.9236, -1.5263], [-0.1342, 3.3616, 3.5726], [-1.8180, 3.0265, 3.2234], [-1.3994, -2.0384, -5.3863], [-0.7056, -5.9990, -0.1908], [3.7601, -7.5302, 0.9966]],
  "e_lumo_ev": [2.12, 2.09],
  "max_force_ev_per_a": 0.496,
  "relative_energy_kj_mol": 41.3,
  "total_charge": -1,
  "orbital_gap_ev": [6.2, 6.6],
  "total_energy_ev": -247908.2316,
  "multiplicity": 2
}

***

# 3
{
  "formula": "C39H54AsN4O2PtS2",
  "method": "the ωB97M-V functional and the def2-TZVPD basis",
  "species": ["Pt", "As", "S", "S", "O", "O", "N", "N", "N", "N", "C", "C", "C", "C", "C", "C", "C", "C", "C", "C", "C", "C", "C", "C", "C", "C", "C", "C", "C", "C", "C", "C", "C", "C", "C", "C", "C", "C", "C", "C", "C", "C", "C", "C", "C", "C", "C", "C", "C", "H", "H", "H", "H", "H", "H", "H", "H", "H", "H", "H", "H", "H", "H", "H", "H", "H", "H", "H", "H", "H", "H", "H", "H", "H", "H", "H", "H", "H", "H", "H", "H", "H", "H", "H", "H", "H", "H", "H", "H", "H", "H", "H", "H", "H", "H", "H", "H", "H", "H", "H", "H", "H", "H"],
  "xyz": [[0.5701, 0.9084, 0.4263], [0.0729, -0.2136, -3.6736], [5.1183, 0.0727, 0.6809], [3.2590, 0.5971, -1.5997], [0.0002, 0.4653, 5.2367], [0.7817, 0.8513, 2.8612], [-0.9960, 1.4636, -0.5663], [-1.3221, -1.5139, -0.4069], [2.4943, 0.3922, 0.9467], [2.8935, 0.1606, 2.2528], [-1.2270, 0.8722, -4.6999], [1.9423, 0.4006, 3.1204], [-3.8803, -1.8387, 1.1641], [-5.0841, -2.0767, -1.0513], [-1.9783, -0.7097, -1.1582], [-2.7030, 4.7440, -0.1567], [-0.8090, 5.0621, -1.5586], [1.2717, 0.1420, 5.5271], [-3.2559, 2.6698, 1.0579], [1.5855, -0.1643, 6.8536], [-0.7187, -5.0412, -1.1850], [1.0382, -2.8375, 1.0751], [0.8929, 3.3063, -2.0017], [-2.9036, -3.4049, -0.6345], [4.8484, -0.1801, -2.0017], [-1.2721, 2.8801, -0.6542], [3.4694, 0.3608, 0.1213], [2.0133, 3.8689, -1.1208], [-1.9468, 5.5704, -0.9633], [1.5658, -2.3852, -1.3594], [2.8798, -0.4901, 7.2084], [1.0977, 3.7441, -3.4522], [3.8882, -0.5201, 6.2491], [-4.5018, 2.0190, 0.4444], [-2.5174, 1.7403, 2.0229], [-1.9001, 0.7191, -1.1737], [-3.0748, -4.7091, -1.0983], [-4.1495, -2.7448, -0.0371], [1.5424, -0.1682, -4.9890], [3.5764, -0.2286, 4.9330], [-0.4914, -3.7504, -0.7280], [-0.4374, 3.7297, -1.4093], [-0.6643, -1.9431, -4.2698], [-2.0013, -5.5141, -1.4267], [0.9267, -3.3558, -0.3623], [2.2785, 0.0997, 4.5471], [-2.3884, 3.3991, 0.0301], [-1.5930, -2.8803, -0.5866], [5.8614, 0.2690, -0.9661], [4.9040, -0.7699, 6.5274], [6.7618, -0.3460, -0.9966], [-6.0636, -1.8981, -0.6003], [2.0874, -2.6911, 1.3421], [2.9895, 3.5926, -1.5221], [2.0362, 3.3239, -3.8232], [1.4974, -4.2910, -0.4052], [-4.0836, -5.1072, -1.1539], [-2.1585, -6.5185, -1.8001], [0.5302, -1.8803, 1.1833], [0.6005, -3.5499, 1.7793], [-1.7293, 2.2779, 2.5528], [-3.5405, -0.8487, 0.8764], [-2.0448, 0.8890, 1.5376], [-5.2386, 1.8142, 1.2253], [2.2935, -0.9055, -4.7025], [5.1262, 0.1306, -3.0095], [-4.9615, 2.6789, -0.2950], [1.9540, 4.9605, -1.0723], [6.1380, 1.3122, -1.1221], [-1.6918, -2.0309, -3.9151], [0.7887, -0.1327, 7.5858], [-2.2207, 6.6099, -1.0961], [-0.1763, 5.7183, -2.1434], [-3.2250, 1.3548, 2.7621], [-3.1160, -2.2630, 1.8169], [-0.9209, 0.9882, -5.7408], [-5.2238, -2.7057, -1.9326], [1.1821, -0.3891, -5.9952], [4.7343, -1.2652, -1.9813], [-3.5622, 5.1471, 0.3685], [-4.7088, -3.5970, 0.3637], [-2.6502, 1.2282, -1.7738], [-4.2686, 1.0760, -0.0468], [-0.0895, -2.7658, -3.8389], [-2.1934, 0.3671, -4.6713], [4.3357, -0.2540, 4.1626], [-3.6367, 3.4861, 1.6804], [3.1068, -0.7222, 8.2426], [0.1349, -5.6934, -1.3350], [-4.6977, -1.1111, -1.3814], [1.9327, 3.4654, -0.1095], [1.4353, -2.7332, -2.3909], [-0.6535, -2.0199, -5.3586], [0.2936, 3.4052, -4.1045], [0.0062, 0.6904, 4.2634], [2.6393, -2.3076, -1.1608], [-2.6897, -1.1123, -1.8884], [-4.7997, -1.7192, 1.7432], [0.9508, 2.2188, -1.9533], [1.1329, -1.3876, -1.2621], [-1.3474, 1.8541, -4.2453], [1.1713, 4.8303, -3.5489], [2.0076, 0.8180, -4.9789]],
  "e_lumo_ev": 2.22,
  "max_force_ev_per_a": 0.564,
  "relative_energy_kj_mol": 0.0,
  "total_charge": -1,
  "orbital_gap_ev": 5.8,
  "total_energy_ev": -137131.8423
}

***

# 4
{
  "formula": "C39H54CrNO2Se2",
  "method": "the ωB97M-V functional and the def2-TZVPD basis",
  "species": ["Se", "Se", "Cr", "O", "O", "N", "C", "C", "C", "C", "C", "C", "C", "C", "C", "C", "C", "C", "C", "C", "C", "C", "C", "C", "C", "C", "C", "C", "C", "C", "C", "C", "C", "C", "C", "C", "C", "C", "C", "C", "C", "C", "C", "C", "C", "H", "H", "H", "H", "H", "H", "H", "H", "H", "H", "H", "H", "H", "H", "H", "H", "H", "H", "H", "H", "H", "H", "H", "H", "H", "H", "H", "H", "H", "H", "H", "H", "H", "H", "H", "H", "H", "H", "H", "H", "H", "H", "H", "H", "H", "H", "H", "H", "H", "H", "H", "H", "H", "H"],
  "xyz": [[-4.9445, 4.3897, 0.1389], [-1.1577, -1.4037, 0.0796], [-1.2625, 1.2100, 1.2685], [-0.4179, 1.5350, -0.4809], [0.4056, 0.4478, 2.0529], [-2.8164, 2.4274, 0.7934], [-0.7107, -1.3155, -2.7414], [-0.3513, -0.7546, -3.9522], [2.5067, -0.6591, 2.0026], [-0.4188, 0.8180, -1.5701], [-0.2945, -1.5394, -5.2607], [-0.0535, 1.4104, -2.8181], [0.3109, 2.8957, -2.8787], [-1.3090, -0.9593, -6.2550], [4.6000, 0.1001, 3.2365], [-1.9356, 1.8612, 4.0035], [2.7413, -2.7098, 0.6662], [1.1414, -0.5407, 1.6039], [-0.8827, 3.7551, -2.4331], [3.2456, -1.7277, 1.5254], [-4.4356, 0.8810, 3.0957], [4.1580, -4.6488, 1.3760], [-0.6178, -3.0186, -5.0546], [3.0560, 1.7815, 2.3000], [0.6859, 3.3339, -4.2960], [-2.0795, 0.5345, 3.5789], [1.4180, -2.5860, 0.2914], [-3.0696, 2.6703, 3.9833], [2.9227, -4.7861, -0.7717], [-3.3107, 0.0657, 3.1226], [0.6341, -1.5294, 0.7439], [-3.6547, 3.1891, 0.5316], [-0.0312, 0.6096, -3.9444], [2.3750, 0.3731, 4.2752], [3.6500, -3.8356, 0.1785], [-6.6166, 1.3645, 1.8907], [-0.7475, -0.5494, -1.5805], [-4.2934, 2.1890, 3.5505], [-5.7574, 0.3274, 2.6083], [4.8495, -3.2399, -0.5708], [1.5246, 3.1724, -1.9774], [-0.6152, 2.3793, 4.5075], [1.1113, -1.4385, -5.8675], [-6.5284, -0.3109, 3.7648], [3.1263, 0.3846, 2.9356], [0.2455, 1.0670, -4.8852], [2.5527, -4.2673, -1.6576], [-5.5156, -0.4641, 1.8908], [1.1726, -2.0192, -6.7917], [3.3226, -5.0894, 1.9228], [-1.6321, -3.1598, -4.6774], [0.9632, -3.3047, -0.3775], [-2.9840, 3.7066, 4.2879], [2.0395, 2.0361, 2.0130], [2.4944, -0.5957, 4.7659], [4.5127, -2.6465, -1.4222], [1.3706, -0.4061, -6.1039], [-0.1436, 3.2073, -4.9955], [4.7361, -0.8483, 3.7605], [3.6819, 1.8224, 1.4058], [-0.6219, 4.8151, -2.4974], [-2.3223, -1.0316, -5.8566], [1.5486, 2.7871, -4.6833], [1.3190, 2.8992, -0.9455], [5.2077, 0.0825, 2.3301], [-0.2778, 1.8034, 5.3720], [4.7187, -4.0237, 2.0723], [-7.4604, 0.8742, 1.4014], [2.7745, 1.1451, 4.9387], [4.2814, -1.8063, 1.8259], [-3.3848, -0.9608, 2.7772], [-7.0295, 2.0931, 2.5917], [0.1687, 2.2931, 3.7532], [-1.2437, -0.1503, 3.6637], [-6.0552, 1.9184, 1.1395], [-0.9654, -2.3642, -2.6682], [-1.7435, 3.5802, -3.0821], [5.4407, -2.5892, 0.0745], [5.5050, -4.0335, -0.9393], [2.3921, 2.6017, -2.3191], [-6.7720, 0.4429, 4.5175], [-7.4636, -0.7510, 3.4133], [0.0714, -3.4885, -4.3509], [2.0740, -5.2720, -0.2873], [1.3141, 0.5558, 4.1239], [-0.5393, -3.5477, -6.0071], [-0.7013, 3.4241, 4.8033], [-1.1059, 0.0932, -6.4565], [4.9871, 0.8930, 3.8807], [3.4286, 2.5275, 3.0075], [0.9459, 4.3944, -4.2789], [-1.1749, 3.5320, -1.4110], [4.8158, -5.4557, 1.0423], [1.7804, 4.2348, -2.0216], [1.8613, -1.8176, -5.1711], [3.6118, -5.5666, -1.1022], [-1.2719, -1.4988, -7.2054], [-5.9436, -1.0918, 4.2532], [-5.1364, 2.8665, 3.5136]],
  "e_lumo_ev": [2.38, 2.37],
  "max_force_ev_per_a": 0.490,
  "relative_energy_kj_mol": 0.0,
  "total_charge": -1,
  "orbital_gap_ev": [7.1, 7.1],
  "total_energy_ev": -206024.8101,
  "multiplicity": 5
}